The following is a quantum chemistry calculation of a 12-piece molecular cluster, C39H86F21N7O13P2S3 overall at a distorted geometry, from OMol25.

ORCA input file:
```
! RIJCOSX wB97M-V def2-TZVPD def2/J DEFGRID3
* xyz 2 1
C -5.72748 6.97648 -10.30209
O -7.61563 7.82105 2.58260
F 0.75171 10.05684 2.53765
H -7.43287 -7.83160 -2.22048
H -5.68203 -9.08155 0.00295
C -4.84038 -3.79148 -9.71872
H 0.85915 2.46559 -0.70623
O -4.50349 2.25148 5.91190
H 2.33302 0.14129 16.23185
H 1.69874 -1.22669 14.40396
F 2.53462 -7.02494 5.77067
H 7.39085 9.79318 -2.34196
F 1.53956 7.91542 2.17340
P 3.04962 -7.18915 4.26586
C 7.50530 -1.83291 -6.62485
C 1.03501 4.41274 -5.01208
F -4.71219 -0.50514 6.99757
C -4.95784 -0.39222 5.68919
H -6.87141 -4.85470 0.54616
H 0.82582 5.48232 -4.99390
H 1.84156 0.54847 14.22814
H -9.80283 -6.78065 1.32968
H 3.88835 0.46575 15.72623
F 7.40360 -1.49183 -5.40709
H 1.01870 -0.38888 -3.89710
H -8.26836 4.84392 2.38354
N -7.09830 -6.55366 -0.69015
H -9.55066 -4.59071 -0.51521
F 1.46671 -7.32972 3.90460
O 9.65169 -0.39672 -7.26642
H 2.12187 4.35371 -5.06997
C -6.61543 4.09584 -12.00960
H -0.39854 3.84406 -3.44828
N 8.78510 7.34118 -3.54852
F -1.31111 9.35784 2.78888
H 9.31289 -6.14479 -1.63639
C -6.49129 7.78715 -0.19034
H -1.22363 2.54362 -1.80759
H -1.82334 1.51885 -3.13936
F 4.53807 -7.17549 4.82194
C 0.63487 3.63666 -3.72602
C 2.29714 -2.38719 11.84739
H -5.81436 -8.81648 -1.76994
C 13.54015 -6.99885 -2.06535
O -3.05158 -2.23406 -8.57472
C 0.77011 2.15030 -3.82867
C -7.63055 -6.76305 -2.13552
H 3.38862 -1.21348 15.91963
F 6.78013 -1.10817 -7.49251
C -3.96019 -8.72411 -1.05468
C -7.47078 -5.13882 -0.31879
F -4.39571 -1.51313 5.22638
C 3.39466 -0.49471 13.09294
F -5.11130 -2.78620 -10.56708
H 1.75656 1.75281 -4.06744
H 0.32457 0.05948 -0.15545
H 3.15831 0.59614 8.85891
H -6.63964 4.41065 -13.05287
H -5.08554 -6.56126 0.27003
H -1.46637 0.78508 -1.56984
O -2.71484 1.02730 5.01483
C -5.58791 -6.98945 -0.59737
H 14.23602 -6.43788 -2.68920
H -3.33938 -8.43317 -0.20730
H -9.54932 6.17071 2.42594
N -7.33502 5.15130 -11.17744
H -3.91965 -9.80700 -1.17219
H 4.28198 -1.08287 13.32707
H 0.78932 0.20668 12.35489
O -2.02332 -4.15159 -9.63746
H -7.22428 -4.54848 -1.20130
H 3.44108 -1.35530 9.75160
O -4.78101 1.37321 3.67416
C 6.78558 9.04247 -2.85006
C 7.33899 7.56152 -2.95999
H -5.96176 8.68103 0.13932
C 1.44099 0.05026 11.49527
H 2.12879 2.00846 11.33663
F -4.67533 -4.85526 -10.53556
F 7.06537 -3.08432 -6.79721
H 8.48481 6.28406 -5.45358
H 9.69106 7.46898 -5.48268
C 3.30330 0.78612 9.92238
H 0.15442 1.74220 -4.63021
H -9.17772 5.70550 0.99587
H 1.75157 -2.61504 10.93168
H 2.07523 0.40883 0.10520
F -5.86560 -3.96612 -8.88192
S -3.13499 -3.66371 -8.80260
H 9.03710 6.45422 -3.13634
H -6.16545 7.02189 -9.30498
H -8.97645 -4.61865 1.23563
N 0.38057 1.30824 -2.59194
F 2.90667 -8.78261 4.53974
H 9.54280 -5.33954 -0.13713
C -7.55674 6.80202 1.92181
H -5.19814 -6.41677 -1.43893
H -7.02908 -6.12698 -2.78494
H -8.71095 -6.66698 -2.24330
H -5.53941 6.62432 1.27330
H 13.16122 -7.92056 -2.50688
H -5.66060 3.87097 -11.53439
C -5.33665 -8.49121 -0.84576
H -8.28490 5.23807 -11.50956
O 9.28653 -2.44606 -8.61671
H 5.80783 9.00735 -2.36958
F 3.50281 -7.23217 2.71176
H -3.55769 -8.16944 -1.90228
C 10.04181 -5.55338 -1.08230
H -9.93340 -6.84164 -0.35719
S 9.28155 -1.84223 -7.25165
H 6.59490 9.31328 -3.88852
H 8.04174 8.07179 -5.39779
N -6.46630 6.57748 0.87483
H 13.87270 -7.34260 -1.08589
O -3.27599 -4.45946 -7.59798
H 0.86744 -0.63968 10.87630
H -7.26118 3.22276 -11.91550
P 0.08680 8.65902 2.36727
H -7.50354 8.13243 -0.40070
C 3.08033 -0.24076 15.53639
H 0.59783 4.03811 -5.93762
H 9.95919 -4.63792 -1.66814
C 2.39025 -0.39069 14.29894
C 1.25634 1.69836 -1.37084
C 1.95853 1.17953 10.64961
C -7.94376 -7.42153 0.31098
C -9.22348 -6.58184 0.42805
C -1.16253 1.56010 -2.27349
C 11.30797 -6.29637 -0.93264
H 1.60899 -2.57640 12.67126
H 4.05916 1.56845 9.99122
O 11.49487 -7.15702 -0.05847
H -6.10527 7.48057 -1.16250
C 8.70533 7.27605 -5.05934
C -6.75900 6.53737 -11.30101
H -8.06418 -8.42989 -0.08502
F 0.25500 8.28380 3.92806
H -5.00990 6.15605 -10.29196
H -5.36799 7.94367 -10.65338
H 4.65863 -0.79788 10.87054
C 3.64182 -0.61298 10.52411
N 2.71048 -0.89181 11.76084
C 1.55276 -0.55636 -1.75520
O 6.61977 6.63093 -2.87889
C 1.26209 0.36589 -0.61941
H -7.47834 -7.42455 1.29661
H 11.99464 -5.54156 -2.62554
H -6.45237 5.67708 0.41746
H 3.14743 -3.06902 11.86176
C -8.65558 5.76634 1.95074
H -7.35965 4.80681 -10.22832
F -6.26719 -0.43308 5.42823
H 2.50054 -0.29452 -2.22556
S -4.13999 1.21628 4.97395
H 12.86450 -5.00239 -1.42990
H 2.22260 2.08084 -1.69970
F -0.65140 7.24354 2.13267
H 1.16903 1.57256 10.00905
H 1.21808 4.16309 -2.97048
O 10.14716 -2.56274 -6.31037
O -7.01540 7.18099 -12.23197
C 0.63520 -0.20754 -2.89303
H 3.81165 0.46981 12.80325
N 12.48416 -5.86094 -1.80184
F -0.09797 8.90151 0.72357
F 3.12301 -5.58164 4.22930
C -8.95804 -5.08855 0.25229
H 1.44029 -1.59639 -1.44897
H 9.48500 7.98752 -3.21313
H -0.32912 -0.70854 -2.80829
*
```

**Molar mass**: 1418.26 Da
**E_tot**: -6872.77048 Ha

***

The following is a quantum chemistry calculation of C39H87GaN7O5P2S as an isolated structure at a distorted geometry, from OMol25.

ORCA input file:
```
! RIJCOSX wB97M-V def2-TZVPD def2/J DEFGRID3
* xyz -1 1
H 3.64344 1.58728 -1.85840
H 6.66110 6.23377 3.15200
C 2.99138 -5.02097 2.23136
C -9.71676 -3.27881 -5.34828
H 7.07891 1.91639 0.98771
C 2.53414 -3.58470 2.50558
C 4.16593 3.57353 0.79789
H -4.19550 -0.64446 -1.56324
H -8.31712 -1.63429 -7.01997
H 2.45637 1.39951 0.32098
H -5.33107 -5.31649 -3.05604
C 1.15290 1.95740 -1.37460
N -8.20597 -2.55571 -2.64633
H -0.61495 0.82612 -1.00857
H -0.68949 4.13073 0.35375
H -9.22290 -3.54406 -1.13616
H -1.28460 -0.95894 1.92078
H 6.89800 5.79136 4.86300
H 6.55414 -1.29631 1.23488
H -9.42957 -3.83572 -6.25077
C 4.54534 4.49040 5.07307
C 7.79794 2.12460 1.78746
C 3.41780 -2.47649 1.85530
C -2.49351 3.25760 -0.47918
C 8.49983 3.71534 3.41534
H 3.82144 3.69979 4.89202
O -1.37825 3.16189 4.05254
C -1.19743 3.03477 2.63082
H -8.01439 -5.21016 -5.37983
H 4.96117 -2.63254 4.04294
H 5.38661 -0.55604 2.41939
H 5.87934 -2.94287 -0.09834
C -5.52174 -4.28775 -3.36972
H 5.70701 -4.13607 3.33333
H 8.38377 4.73466 3.77865
N 7.45872 3.36858 2.46395
H -0.14628 3.24549 2.40523
H -9.74058 -0.87222 -6.27863
S 0.17745 3.60161 -4.40216
H -8.83027 -4.57187 -2.49981
H -7.56466 -4.13093 -1.34552
H -1.37289 -1.24320 -0.90253
H 2.34343 -5.70555 2.78681
C -2.12785 4.01671 1.94178
N 5.30014 4.23318 1.47056
H 4.95268 -0.82553 0.73153
H -0.87971 2.10411 5.73871
H -0.15066 1.50570 4.22577
C 6.22640 4.74785 0.47625
H 2.94251 -5.30530 1.18117
H -5.43982 -3.66134 -2.47383
H -2.12278 2.24222 -0.31468
C -1.37593 -2.79488 0.80811
H -9.85563 -3.98190 -4.52636
H -3.56059 3.31469 -0.23323
C 5.53836 -3.06465 3.22749
H -6.84838 -1.62931 -1.27813
H -7.80055 -0.51476 -2.27228
H 4.47118 2.64451 0.30324
O -2.59560 -2.45361 0.24267
H -2.01018 5.26442 0.19684
H 3.03165 -2.28246 0.85310
C -3.27320 -1.19419 -1.77660
N -8.76169 -2.24729 -5.02966
H 8.53771 3.03698 4.27760
H 1.52918 -4.10221 4.32913
H 8.78348 2.19864 1.32198
C -2.34980 3.68454 -1.97105
C 4.94321 -2.65063 1.86435
H 6.68186 3.96480 -0.14247
C -2.39504 -1.23844 -0.53205
H -1.88840 1.23576 4.52690
H 9.47170 3.69080 2.91553
C 2.35419 -3.44979 4.03688
O 5.82922 2.36388 4.06141
H -3.47642 -2.21285 -2.13227
C -7.83325 -1.46545 -1.73030
C 1.12284 -3.39666 1.88996
C -3.22264 0.11793 -3.74986
C 5.45496 -3.54719 0.70030
H 0.87367 2.76529 -0.68998
C -1.05347 1.92955 4.67901
C 0.49741 -4.30470 1.05066
C -6.98080 -5.12004 -5.05056
H -1.25880 -4.68495 -0.14480
C 6.15159 5.93356 4.06876
H 2.16853 -2.41792 4.32279
C -8.73007 -1.23954 -6.08169
H -0.54095 4.66393 -4.80028
H 0.96132 -5.24490 0.79704
P -7.28672 -2.49849 -4.18525
C -2.43923 1.24899 -4.39163
H -4.18774 0.47479 -3.36933
H -2.11270 4.96426 2.48387
H -6.69739 -6.11528 -4.69798
H 5.52392 6.78298 4.35573
H 5.16899 4.18669 5.92561
O -2.46765 -0.58152 -2.76402
H 7.79147 1.26885 2.47340
H 3.22818 -3.85159 4.55129
C -0.07957 1.18396 -1.88850
H 1.69860 2.39126 -2.21582
C -1.77633 4.22974 0.45418
H -6.35647 -4.87052 -5.91740
H 3.71285 4.23184 0.05518
N 5.33814 4.75798 3.88064
C 0.46074 -2.20111 2.20606
H -3.16574 1.93714 -4.83752
H -2.58661 -0.38531 0.12009
H -4.73556 -3.97636 -4.06787
H -1.73950 4.59395 -1.96627
H -8.12606 -0.38478 -5.78650
H 0.32771 0.36503 -2.49188
H -1.79629 0.92694 -5.21419
H 4.00520 -5.20686 2.58426
H -10.70039 -2.83559 -5.53428
Ga -1.29041 2.31628 -3.07678
H -3.30594 3.96134 -2.42187
H -8.56798 -1.35865 -0.93035
C -0.75820 -3.98885 0.51812
O -6.32464 -2.24535 -5.32470
H 6.11146 -4.34603 1.04529
H 5.66992 5.41704 -0.18642
H 3.98596 5.38492 5.35799
H 3.38713 3.32641 1.52693
H -3.48224 -0.61786 -4.53174
H 7.02168 5.33528 0.92487
H 3.22003 -1.56308 2.43000
H 4.58676 -4.04616 0.26188
H 1.61781 0.04050 -0.50724
H 3.02291 0.15148 -2.25925
N -6.85066 -4.16748 -3.96122
P 5.79782 3.38746 2.95141
C 2.14152 0.98810 -0.64100
C -8.45019 -3.76643 -1.87991
H 0.93104 -1.49065 2.87421
N 3.33830 0.70191 -1.46696
C 5.51984 -1.23895 1.57672
H -1.47087 2.00545 2.37517
C -0.77637 -1.88318 1.68588
H -3.14309 3.61593 2.00947
H 6.52676 -2.59965 3.29145
*
```

**Molar mass**: 897.91 Da
**E_tot**: -5303.24427 Ha

***

The following is a quantum chemistry calculation of a 13-piece molecular cluster, C39H87N9O13 overall at a distorted geometry, from OMol25.

ORCA input file:
```
! RIJCOSX wB97M-V def2-TZVPD def2/J DEFGRID3
* xyz 0 1
H -11.06188 -8.24254 23.79250
C -6.56560 -8.63423 17.05909
H -8.02353 -6.85173 21.52943
C -7.62131 -4.67172 17.86208
H -13.58624 -10.61868 19.37685
H -11.70119 -10.70328 26.01130
O -5.34041 -8.32284 22.64110
H -6.05915 -11.27337 23.66853
H -10.07033 -15.33196 25.61454
O -3.93376 -9.60688 18.82045
C -8.79255 -10.64927 13.63624
H -9.25339 -5.41318 16.69344
C -4.37662 -10.67560 19.25466
C -5.87021 -10.53267 24.47355
C -4.45348 -10.98275 20.72584
C -9.97134 -7.65742 17.90118
O -7.12899 -14.02614 25.59449
N -4.60792 -14.60410 22.88582
H -11.55305 -6.40650 20.69483
H -10.60655 -14.34196 23.53059
H -9.74765 -11.18343 22.71412
H -3.91724 -10.00244 14.25534
H -14.23875 -9.35939 20.30008
C -4.96176 -11.77006 18.40490
C -7.44510 -7.09693 22.43411
N -8.02383 -13.74088 17.30669
H -15.16220 -9.37925 23.05041
H -12.21251 -9.61617 16.15980
C -5.51840 -10.67163 26.95350
H -3.43282 -6.62902 21.21249
N -8.68289 -13.53260 24.00374
C -14.07856 -10.44299 20.32212
H -3.83011 -12.63644 23.23346
H -3.99696 -8.11356 20.59522
H -5.26355 -10.39973 21.17882
C -5.78021 -8.71428 15.78091
C -3.58913 -9.13446 14.85008
N -4.43991 -8.91597 16.01166
H -13.00372 -7.31512 20.62753
O -8.93341 -11.17978 15.98125
O -10.38721 -10.97020 20.30062
H -5.01801 -9.87804 24.31555
H -5.69608 -16.60095 22.02130
H -4.49252 -9.11281 27.88392
H -15.04940 -10.95253 20.32688
C -8.88136 -10.84979 22.15032
H -7.06497 -7.65726 17.08811
C -10.19710 -9.44241 26.72577
H -8.35198 -10.36910 27.26656
H -6.76647 -9.89689 24.49016
H -7.93973 -13.19278 23.40308
C -8.92653 -6.67711 18.28982
H -5.98098 -12.22234 25.75882
C -9.24731 -10.80201 20.71754
H -14.86100 -10.67091 24.22798
H -10.58603 -7.87113 18.75718
H -8.86537 -14.04370 14.70716
H -4.10315 -9.07640 16.94184
H -7.89936 -9.50721 19.79829
H -4.13067 -6.72618 19.56434
H -8.39558 -11.00198 18.80817
O -13.51496 -6.74972 23.01759
C -11.35650 -10.39174 27.01081
H -7.19320 -14.83968 18.78590
H -15.53938 -11.03064 22.59050
C -5.76285 -14.46609 22.25762
H -8.11826 -11.49930 13.48032
C -14.82101 -10.43060 23.16334
H -6.02957 -11.85123 18.66273
N -8.65326 -5.58620 17.50657
H -7.33253 -13.32678 14.88148
N -5.73373 -11.23906 25.73041
H -10.53739 -7.41439 16.97310
C -8.10851 -10.59813 19.77332
H -8.88871 -14.45388 19.12028
C -4.12611 -13.52278 23.79108
H -7.96492 -11.44264 22.35740
H -7.68784 -13.16421 19.31176
H -12.24748 -11.04608 21.20979
H -10.19543 -13.66757 26.19384
C -11.77175 -10.63192 16.07365
O -6.35877 -13.37468 22.15722
H -4.92371 -13.36596 24.52237
H -7.41578 -15.06192 14.27718
C -6.38367 -15.75962 21.84506
H -12.12428 -9.81549 27.53923
H -4.13340 -15.46566 22.99612
C -11.22766 -7.17854 23.57396
H -8.71203 -9.84256 22.51620
H -10.63132 -12.63342 23.92614
H -7.19432 -11.11486 20.05790
O -5.82764 -11.22131 27.99410
H -5.73453 -8.51218 26.82889
H -12.54186 -11.40601 15.99204
O -7.34031 -15.79272 16.71578
H -3.70406 -8.23305 14.25738
H -11.35912 -8.07444 21.02266
O -10.33942 -8.26594 26.80991
C -13.38192 -10.79345 22.72788
H -10.97942 -11.27335 27.55191
H -5.91517 -8.66060 17.95459
N -13.17621 -10.77677 21.38151
H -9.51738 -10.58330 12.84018
C -4.95837 -9.26577 26.95070
H -4.20044 -9.14884 26.18694
H -4.44924 -12.68058 18.69524
C -12.41357 -7.01708 22.65268
H -7.58030 -4.57004 18.94950
H -8.31828 -9.27029 25.85644
O -8.23243 -6.86032 19.28615
H -6.64273 -15.73016 20.78503
O -12.56364 -11.12925 23.55882
H -7.35520 -9.39545 17.06384
C -9.51036 -10.83889 14.95918
C -6.03035 -7.49400 22.01442
H -8.31331 -12.84042 17.00878
H -7.79276 -3.65943 17.48331
H -11.39722 -6.77316 24.60167
H -11.17184 -10.71632 16.99598
C -9.47690 -14.49091 26.07141
C -4.21315 -7.06853 20.56498
H -4.88754 -11.50729 17.34856
C -8.29566 -13.99174 25.22323
H -11.27561 -10.42904 14.02139
H -7.92240 -7.97744 22.84089
N -10.86566 -10.70630 14.91137
H -8.18489 -9.68740 13.62150
C -10.03390 -13.43165 23.48473
C -8.88971 -10.03511 26.35393
H -8.98022 -10.95958 25.75507
H -3.57748 -10.66730 21.27271
H -9.46968 -8.62667 17.69661
H -10.29612 -6.76310 23.19899
H -3.25166 -13.94215 24.24573
H -9.89710 -13.24648 22.39865
C -12.06183 -7.21848 21.19264
C -7.67982 -14.67676 16.38672
H -9.16033 -14.76453 27.06881
N -5.54316 -6.78100 20.98573
H -2.58698 -9.25562 15.18654
H -6.13558 -6.25136 20.37480
H -7.27179 -15.94635 22.46961
H -7.47731 -6.19530 23.07956
O -6.26989 -8.62116 14.65399
H -6.64473 -5.00224 17.45129
C -7.95188 -14.07767 18.75401
C -7.83005 -14.28756 14.94926
H -4.62272 -12.02589 21.01875
*
```

**Molar mass**: 890.17 Da
**E_tot**: -3009.28887 Ha

***

Question: The lowest molar mass belongs to which entry?
Answer: C39H87N9O13

***

Question: The highest molar mass belongs to which entry?
Answer: C39H86F21N7O13P2S3

***

Question: Among the records above, which one has the highest E_tot?
Answer: C39H87N9O13